Record 1
120
Properties=species:S:1:pos:R:3:lowdin_charge:R:1 method="wB97M-V/def2-TZVPD" orbital_gap_ev=9.9 e_lumo_ev=-0.61 homo_energy_ev=-10.6 energy_ha=-3057.35802
O -0.256 0.881 -1.005 -0.0630
H -3.743 -4.947 1.219 0.0345
H -1.269 -5.135 -3.882 0.0728
H 1.592 0.050 4.818 0.0526
H -3.209 2.015 -0.185 0.0211
H 5.052 -3.079 -0.926 0.0284
H -3.195 -1.893 -5.229 0.0402
H 2.071 -4.373 -1.914 0.0301
H 1.636 4.184 3.648 -0.0244
O 0.814 5.198 2.690 -0.0730
H -4.920 2.467 -3.357 0.0248
O -0.313 2.780 5.683 -0.0550
H 1.057 4.503 -2.538 -0.0106
H -0.511 -2.867 -0.480 0.0040
H -3.131 -1.049 4.530 -0.0002
O 4.364 -3.181 -1.561 -0.0628
O -3.784 0.550 5.397 -0.0340
O -2.863 0.060 0.536 -0.0656
O 0.991 3.890 -3.292 -0.0718
H 2.858 0.726 -4.368 0.0680
H -2.346 3.060 -1.120 0.0459
O 4.457 -2.678 -4.350 -0.1233
O 4.827 0.795 2.089 -0.0472
H 1.892 4.886 -0.788 0.0427
H -3.149 5.052 -1.158 0.0011
H 0.562 4.294 2.404 0.0109
H -1.951 0.014 0.272 -0.0032
H 3.175 -3.600 2.455 0.0476
H 2.108 -0.868 -1.622 0.0539
O -5.546 1.301 1.159 -0.0311
H 1.755 -2.843 1.268 0.1051
O -3.066 -2.505 -4.493 -0.0797
H 1.430 -3.331 -0.033 0.0035
O -3.182 -1.995 4.249 -0.0885
O 1.611 -2.426 0.284 -0.1566
H 0.397 3.049 5.095 -0.0408
O -1.156 4.124 1.970 -0.1008
H 0.319 2.701 -4.768 -0.0116
H -2.484 1.417 2.560 0.0134
O -1.421 -4.170 -3.901 -0.0632
O 0.289 2.340 0.656 -0.1078
H -3.254 -3.668 0.390 0.0185
H 2.870 -5.004 2.278 0.1043
H 2.664 3.008 4.260 0.0592
H 3.904 -4.017 -1.227 0.0479
H -2.494 -1.830 3.559 0.0136
H -3.947 1.907 -1.951 0.0191
O 1.591 -3.432 -4.446 -0.0999
O 0.642 1.859 -5.020 -0.0452
H 0.647 -3.017 3.864 -0.0136
H -2.083 3.674 2.176 0.1052
H 0.266 4.326 -3.785 0.0626
H 1.104 1.568 -4.190 0.0366
O 1.501 -3.355 4.115 -0.0719
H -0.360 -5.007 3.097 0.0299
O -4.446 1.852 -2.823 -0.0911
H 1.870 -2.934 4.909 0.0490
O 5.290 -0.379 -2.596 -0.0653
H -0.523 -0.631 1.505 0.0328
H 1.545 -5.412 -0.925 0.0690
H 2.563 0.161 -2.959 0.0144
O 0.356 1.545 3.011 -0.0561
H 1.775 -0.694 0.835 -0.0489
H -6.132 1.895 1.620 0.0631
H 0.020 -0.306 2.777 -0.0097
H 2.802 1.312 -1.944 0.0183
H 0.437 -1.010 4.472 -0.0061
H 0.518 -1.733 -5.859 0.0269
O 2.701 -4.134 1.816 -0.0737
O -3.172 2.802 -0.731 -0.0303
H 0.947 6.144 -0.524 0.0556
H -2.937 -3.438 -4.598 -0.0119
H 4.945 0.352 2.948 0.0551
H 0.119 5.410 3.356 0.0967
H 0.009 0.690 -1.914 0.0522
O 1.170 -0.801 5.024 -0.0334
H -1.376 -3.934 -2.966 0.0239
H -4.503 -0.626 -1.459 0.0333
H -5.208 0.762 -1.208 0.0427
O -3.134 2.115 2.605 -0.0716
O -1.451 -2.973 -0.689 -0.0656
H 4.541 -3.495 -3.805 0.0314
H -2.999 -0.882 0.877 0.1033
H -1.061 3.802 1.083 -0.0023
O 1.924 3.595 4.350 -0.0455
O -4.884 -0.078 -0.807 -0.0789
H 0.811 1.745 0.136 0.0084
H 2.485 -3.099 -4.264 -0.0098
O 2.778 2.054 -1.259 -0.0485
H 5.123 -2.096 -3.800 0.0662
H 5.700 -0.097 -3.388 0.0179
O 1.037 -0.991 -5.578 -0.0584
H -1.601 -3.982 -0.559 0.0914
O 3.166 0.702 -3.482 -0.0204
H -5.789 0.404 1.044 0.0325
H -1.702 -4.197 2.720 0.0702
H 3.282 -0.660 0.957 0.0208
H -4.211 4.745 -2.198 0.0382
H -0.672 1.773 -0.935 0.0543
O 2.208 -4.747 -1.064 -0.0239
H 4.344 -0.179 -2.814 -0.0048
O 1.418 -1.111 -2.280 -0.0365
H -4.449 0.696 4.752 0.0223
H -3.848 1.720 2.017 0.0276
H 0.545 2.403 3.323 -0.0307
O -0.706 -4.178 2.811 -0.0561
H 0.963 -2.650 -4.562 0.0229
H -0.285 1.830 5.657 0.0089
O -0.052 -1.092 2.230 -0.0403
H 3.515 1.942 -0.683 0.0270
O 1.130 5.381 -1.035 -0.0009
O 2.493 -0.169 1.078 -0.0286
H 0.693 3.223 0.352 0.1039
H -0.125 1.755 2.185 0.0129
H 1.041 -1.770 -1.687 0.0284
H 0.808 -0.068 -5.823 0.0388
O -4.032 -4.269 0.587 -0.0725
O -3.353 5.172 -2.070 -0.0439
H -3.407 1.347 5.791 0.0635
H 3.989 1.210 2.009 -0.0103

---

Record 2
120
Properties=species:S:1:pos:R:3:lowdin_charge:R:1 method="wB97M-V/def2-TZVPD" orbital_gap_ev=9.6 e_lumo_ev=-0.46 homo_energy_ev=-10.1 energy_ha=-3057.40164
H 0.792 -0.650 -6.161 0.0401
O 3.843 -0.902 4.155 -0.0391
H 1.815 0.944 -2.117 0.0481
H 0.939 1.997 4.020 -0.0196
O 1.708 -1.266 2.255 -0.0779
H 1.282 -5.126 3.484 -0.0202
O -1.401 3.386 2.738 -0.0524
H -1.600 -2.416 0.150 0.0325
H 1.972 1.170 -5.092 -0.0061
H 4.027 2.040 -2.844 0.0284
H 0.126 2.833 6.270 0.0712
H -4.760 0.076 2.169 -0.0136
H -4.592 0.800 -2.652 0.0380
H 1.816 -2.905 3.752 -0.0139
H -3.087 -0.090 -4.338 0.0105
H 4.900 -2.081 -2.048 0.0569
H 0.969 -3.330 4.982 0.0681
H 4.198 0.399 2.938 0.0082
O 1.096 1.405 -5.357 -0.0080
H 2.923 -1.069 4.224 0.0031
O 2.250 4.187 0.812 -0.0339
H -0.347 -5.109 -2.316 0.0597
O -0.756 -2.390 -0.326 -0.0269
O 1.465 4.343 3.615 -0.0435
H -1.305 1.766 -4.572 0.0099
O -0.778 2.521 6.037 -0.0468
H -3.203 -2.261 3.975 0.0930
O 1.749 1.753 3.596 -0.0662
H 2.554 -3.192 -1.891 0.0334
H -3.767 -0.773 0.124 0.0492
O 2.507 1.113 1.158 -0.1074
H -0.989 3.326 1.881 0.0402
H 1.999 4.061 -2.056 0.0114
O 4.965 0.735 2.406 -0.0987
H -4.828 -1.582 0.909 0.0486
H 3.012 -0.581 -5.410 0.0302
O 3.577 1.957 -3.659 -0.0242
H 2.183 -4.465 0.391 -0.0319
H 5.613 0.216 2.917 0.0490
H -0.906 5.270 0.801 0.0411
H 2.147 4.671 3.036 0.0281
O -0.905 0.160 3.316 -0.0414
H -0.223 5.549 -0.371 0.0671
H 3.243 1.093 -3.807 -0.0263
O 1.192 4.406 -2.368 -0.0021
H -0.018 -4.521 -0.521 -0.0312
H -1.728 4.733 4.009 0.0562
H -1.274 0.550 -5.558 0.1232
O -1.633 -4.274 4.384 -0.1086
H -3.019 3.731 0.721 0.0226
H -2.167 2.797 2.663 0.0511
H 0.842 2.051 -4.697 0.0453
O 0.886 -5.758 2.905 -0.0269
H -0.934 2.836 5.147 -0.0171
H 1.141 -0.908 2.955 0.0155
O -0.411 -3.501 -5.075 -0.0365
O -3.663 3.179 1.190 -0.0600
H -2.429 2.861 -0.410 -0.0377
H -0.247 -2.952 1.863 0.0442
O -0.518 -1.692 -3.040 -0.0552
H -0.596 -1.406 -6.630 0.0515
O 3.006 -3.980 0.424 -0.0749
H -0.990 -1.958 -1.116 -0.0202
O 0.426 -4.503 0.293 -0.0898
H 0.673 4.795 3.339 -0.0034
H -4.586 3.496 1.119 0.0870
H -1.474 4.396 -3.001 0.0340
H -3.396 1.748 -0.772 0.0596
O -4.781 0.844 -1.714 -0.0492
H 1.384 1.804 2.683 0.0212
H -0.400 4.768 4.711 0.0045
H -0.915 -0.874 -3.290 -0.0110
O 1.755 -3.532 4.448 -0.0232
H 4.483 -1.161 4.849 0.0886
H -1.279 -3.844 -5.176 0.0220
H -1.936 -2.781 2.241 0.0330
H 3.519 -1.436 -1.920 0.0368
H 3.398 0.779 1.443 0.0245
O -0.959 5.344 4.177 -0.0905
H 0.446 -1.655 -2.788 0.0590
H 1.266 -0.746 1.518 0.0778
O 2.096 1.676 -1.544 -0.0463
O 2.910 -1.268 -4.766 -0.0326
O -2.400 1.963 -0.642 -0.0698
H 2.092 3.736 1.658 0.0084
H 0.898 5.211 -1.984 0.0189
H 3.495 -2.033 -4.863 0.0669
H -5.651 0.437 -1.488 0.0836
H 2.633 0.697 0.253 0.0602
H 3.161 4.414 0.830 0.0355
O -5.318 -0.016 2.926 -0.0403
O 4.413 -1.284 -2.363 -0.1061
H -1.131 -3.946 3.570 -0.0349
H 2.697 -2.865 -3.271 0.0211
O -1.292 3.484 -3.196 -0.0521
O -2.854 -1.554 3.393 -0.0801
O -0.919 -5.729 -1.797 -0.0725
H -3.634 -1.519 2.791 0.0335
O -3.907 -1.399 0.838 -0.0140
H 1.586 -6.017 2.340 0.0182
H -1.786 -5.697 -2.277 0.0734
H -0.628 0.713 -3.070 0.0031
H 2.665 -3.122 0.773 0.0361
H -1.500 -5.206 4.248 0.0124
O -3.665 -0.921 -4.447 -0.0866
H -1.414 0.863 -1.875 0.0017
H -1.003 0.208 4.252 0.0231
O -0.528 0.993 -2.146 -0.0466
O -1.800 0.954 -4.708 -0.1164
O -0.088 -0.578 -6.595 -0.0693
H -0.493 -2.560 -5.017 -0.0276
H -4.844 0.393 3.657 0.0528
O 2.211 -2.582 -2.524 -0.0266
H -0.327 -4.914 0.827 0.1000
H -0.549 3.081 -2.741 -0.0048
H 1.432 2.327 -1.410 0.0009
O -1.112 5.129 -0.143 -0.0621
H -4.246 -0.618 -5.123 0.0119
O -1.037 -3.049 2.395 -0.0489
H -1.448 -0.619 3.139 -0.0121

---

Record 3
14
Properties=species:S:1:pos:R:3:lowdin_charge:R:1 method="wB97M-V/def2-TZVPD" orbital_gap_ev="4.7 / 3.0" e_lumo_ev="-12.65 / -14.39" s2=0.76 charge=+2 homo_energy_ev="-17.4 / -17.3" multiplicity=2 energy_ha=-2381.87872
H 0.360 14.185 1.045 0.1252
H 0.076 14.031 2.524 -0.0450
H 1.718 11.602 4.449 0.1192
H -0.195 12.077 7.029 -0.0639
O -0.489 11.979 7.935 -0.0546
H -0.488 12.871 8.284 0.0298
H -3.408 12.124 4.308 -0.1657
I -1.419 13.583 4.789 0.6016
H 0.343 11.633 3.816 0.0036
H -4.299 11.028 4.852 0.0516
O 0.747 13.868 1.861 0.2292
O -4.078 11.493 4.045 -0.0562
Zn -1.844 16.061 5.699 0.9868
O 1.274 11.584 3.601 0.2385